This record from OMol25 describes C19H27AgAsN4O9PS2 as an isolated structure. The level of theory is ωB97M-V/def2-TZVPD.

Its HOMO energy is -0.0777 Eh. The value obtained for the energy above the lowest of the compared OMol25 structures with the same formula, charge and spin is 38.2 kJ/mol. The calculation puts the total energy at -140329.3176 eV.

The geometry in ORCA input format:
```
! RIJCOSX wB97M-V def2-TZVPD def2/J DEFGRID3
* xyz -2 1
Ag 0.40518 -0.30893 0.39217
C 5.44348 -0.33343 0.86116
C 5.04850 -1.48682 1.77881
N 4.25342 -2.50072 1.11025
C 2.87062 -2.30933 0.96721
S 2.01452 -1.44168 2.19745
N 2.39523 -2.84226 -0.11567
N 1.06149 -2.59551 -0.40432
C 0.24124 -3.56059 -0.26431
C 0.54299 -4.85570 0.43302
C -1.11201 -3.38436 -0.88839
C -2.15390 -4.26279 -0.59485
C -3.37362 -4.09876 -1.23128
C -3.51869 -3.07172 -2.14628
C -2.42070 -2.25252 -2.37850
N -1.24994 -2.40517 -1.78199
H 6.15271 0.33438 1.35819
H 5.92345 -0.70969 -0.04741
H 4.56967 0.25484 0.56976
H 5.93605 -1.96339 2.21192
H 4.44575 -1.10786 2.60358
H 4.62973 -2.78882 0.21531
H 1.55542 -4.83278 0.82603
H -0.14816 -4.99448 1.26683
H 0.43492 -5.71318 -0.23751
H -2.02024 -5.04960 0.13280
H -4.20177 -4.76131 -1.00397
H -4.45461 -2.88933 -2.65726
H -2.48978 -1.42044 -3.07149
O -0.09049 2.02021 -3.15464
As -0.97726 2.85146 -1.86402
O -2.17831 3.74183 -2.55627
O -1.32686 1.71887 -0.70408
C 0.37976 4.11807 -1.22355
C 0.06182 5.44498 -1.50104
C 0.92123 6.48072 -1.15439
C 2.12318 6.19301 -0.53261
C 2.45656 4.87532 -0.25067
C 1.59347 3.83935 -0.58530
S 2.09058 2.19441 -0.05974
O 3.52227 2.26284 0.16745
O 1.71237 1.29381 -1.15602
O 1.29285 1.97241 1.13907
H 0.59559 1.49878 -2.71066
H -0.88139 5.63681 -1.99994
H 0.65237 7.50775 -1.37732
H 2.80675 6.99123 -0.26346
H 3.39313 4.62313 0.22751
C -3.97504 0.66406 -0.93913
O -3.56004 -0.34733 -0.02802
P -2.18357 -0.30512 0.84551
O -2.61025 0.87825 1.88180
C -1.55570 1.71768 2.37145
O -2.54944 -1.64867 1.71325
C -3.83237 -1.81271 2.28538
H -4.90888 0.30459 -1.37831
H -3.22842 0.83990 -1.70949
H -4.14640 1.60591 -0.41890
H -1.94300 2.21530 3.26149
H -1.27237 2.43612 1.60576
H -0.66773 1.14208 2.63825
H -3.74090 -2.54582 3.08895
H -4.54380 -2.18171 1.54268
H -4.21070 -0.87561 2.69776
*
```

This record from OMol25 describes C19H27AsBCrF10N6O3Se2 as an isolated structure at a distorted geometry. The level of theory is ωB97M-V/def2-TZVPD.

Its HOMO energy (spin up / spin down) is -0.1868 / -0.1524 Eh. The calculation puts the total energy at -283042.0118 eV.

The geometry in ORCA input format:
```
! RIJCOSX wB97M-V def2-TZVPD def2/J DEFGRID3
* xyz -1 3
Cr 8.24465 -14.78409 -10.90917
O 9.91500 -21.18449 -12.27110
C 8.58365 -20.79450 -12.50746
C 8.23171 -19.55925 -11.71217
C 6.79215 -19.21016 -11.99964
O 6.45455 -19.24734 -13.40898
C 8.33636 -19.91865 -10.22612
Se 8.03490 -18.35721 -9.02614
C 9.10375 -18.36647 -12.08604
Se 9.27859 -17.06755 -10.55630
H 10.16595 -21.76732 -12.98936
H 7.89642 -21.61009 -12.25560
H 8.39785 -20.60205 -13.57718
H 6.50916 -18.23257 -11.59106
H 6.12336 -19.94525 -11.48883
H 6.41336 -18.35782 -13.76986
H 9.33164 -20.33240 -10.03445
H 7.60742 -20.66473 -9.91853
H 8.63979 -17.77587 -12.90172
H 10.10180 -18.61971 -12.41421
O 8.85426 -14.50349 -9.15143
C 9.90230 -13.89402 -8.67238
C 10.03973 -13.73995 -7.26315
C 11.14311 -13.09887 -6.71088
C 12.13215 -12.56467 -7.53317
C 11.97834 -12.71763 -8.89257
C 10.92225 -13.37345 -9.49629
C 10.82747 -13.38036 -10.95677
N 10.01049 -14.10049 -11.70580
C 10.26451 -13.75182 -13.01488
C 11.21807 -12.78081 -13.06499
N 11.60829 -12.56565 -11.75614
H 9.17787 -14.08792 -6.70640
H 11.11429 -13.01889 -5.61782
H 13.01221 -12.05449 -7.08999
H 12.79158 -12.29185 -9.52813
H 9.62550 -14.10378 -13.83534
H 11.72113 -12.37685 -13.88126
H 12.25540 -11.88873 -11.37515
F 6.23420 -14.44338 -14.28613
B 7.23507 -15.38982 -14.20740
F 7.59268 -15.41884 -12.76789
F 6.83847 -16.67456 -14.64018
F 8.38295 -15.01317 -14.87207
F 6.00507 -15.29112 -10.28132
As 4.56940 -14.59091 -9.54856
F 5.15563 -15.11007 -8.03899
F 3.11068 -13.88164 -8.86723
F 5.34545 -13.00030 -9.31676
F 3.96305 -14.02334 -11.11972
F 3.66282 -16.01743 -9.77312
C 5.47182 -9.21528 -13.95599
C 4.51384 -10.33969 -13.53352
C 4.60980 -11.50288 -14.52981
C 4.66745 -10.79231 -12.08695
N 5.98148 -11.43373 -11.87671
C 6.35505 -12.66940 -11.91078
N 7.49634 -12.80346 -11.34188
N 7.88631 -11.53089 -10.98693
N 6.95455 -10.71710 -11.29374
H 5.03848 -8.76352 -14.85697
H 6.50087 -9.54220 -14.24583
H 5.56646 -8.47868 -13.16229
H 3.50963 -9.93536 -13.49001
H 5.53968 -12.07765 -14.33987
H 4.69134 -11.12269 -15.52931
H 3.79146 -12.18115 -14.48097
H 3.92980 -11.54164 -11.84118
H 4.56468 -9.99324 -11.36175
H 5.71115 -13.43577 -12.35908
*
```

This record from OMol25 describes C19H27AuN3O2S as an isolated structure. The level of theory is ωB97M-V/def2-TZVPD.

Its HOMO energy is -0.4055 Eh. The calculation puts the total energy at -43228.4960 eV.

The geometry in ORCA input format:
```
! RIJCOSX wB97M-V def2-TZVPD def2/J DEFGRID3
* xyz 1 1
Au 0.16465 -0.22166 0.27842
C 9.02019 -0.01360 0.89737
C 7.65887 -0.08527 1.53207
C 6.95219 1.08070 1.81690
C 5.74312 1.03510 2.48912
C 5.21350 -0.18620 2.89867
N 3.99283 -0.15059 3.61714
C 3.47304 -1.10979 4.43387
O 3.94750 -2.18346 4.69290
N 2.26147 -0.66157 5.04861
C 1.07966 -0.38583 4.38220
C -0.07183 -0.02202 5.09222
C -1.22730 0.26886 4.40023
C -1.25092 0.18137 3.01795
N -0.17241 -0.19841 2.33454
C 0.96666 -0.47625 2.99480
C 5.88177 -1.36278 2.58532
C 7.09134 -1.29824 1.90687
H 9.03855 0.69076 0.06554
H 9.34566 -0.98870 0.53961
H 9.74715 0.32940 1.63633
H 7.36414 2.04024 1.52406
H 5.22081 1.95357 2.73856
H 3.62038 0.77642 3.74605
H 2.14764 -1.01422 5.98675
H -0.04386 0.04136 6.17278
H -2.12244 0.56018 4.93055
H -2.14705 0.38896 2.45239
H 1.79942 -0.81732 2.40050
H 5.47508 -2.31583 2.88379
H 7.61026 -2.22012 1.67542
C 3.35781 0.64478 -4.09952
C 4.40906 0.68638 -2.98919
C 4.15939 -0.32163 -1.87679
S 2.86371 0.00827 -0.64536
O 1.51465 -0.15342 -1.37831
C 3.06642 1.81021 -0.34780
C 2.30755 2.73736 -1.30134
C 0.93686 3.17543 -0.79204
H 3.44670 1.52039 -4.74140
H 2.34465 0.60894 -3.69955
H 3.48735 -0.24080 -4.72247
H 4.49031 1.69436 -2.57893
H 5.38670 0.44721 -3.41249
H 5.03348 -0.44656 -1.23036
H 3.88812 -1.30051 -2.27769
H 4.14242 1.97785 -0.39502
H 2.74960 1.95506 0.68782
H 2.18926 2.25448 -2.27006
H 2.91922 3.62723 -1.45679
H 0.26838 2.32309 -0.66940
H 0.47126 3.85496 -1.50488
H 1.01793 3.69618 0.16381
*
```

This record from OMol25 describes C19H27F2SiSn as an isolated structure at a distorted geometry. The level of theory is ωB97M-V/def2-TZVPD.

Its HOMO energy is -0.0864 Eh. The value obtained for the energy above the lowest of the compared OMol25 structures with the same formula, charge and spin is 0.0 kJ/mol. The calculation puts the total energy at -39285.0996 eV.

The geometry in ORCA input format:
```
! RIJCOSX wB97M-V def2-TZVPD def2/J DEFGRID3
* xyz -1 1
C -1.97068 -3.03279 -2.11716
Si -0.33827 -2.91390 -1.18983
C 0.89492 -3.95040 -2.16729
H 0.10813 -1.40013 -1.02476
C -0.60378 -3.86732 0.41956
Sn -0.14787 -2.54173 2.08440
C -0.42850 -3.52134 3.96240
C 1.89274 -1.87818 1.83116
C -1.47932 -0.84266 1.88797
H -2.27104 -4.07866 -2.25561
H -2.77807 -2.52737 -1.57841
H -1.88529 -2.58069 -3.11059
H 0.52532 -4.97424 -2.30636
H 1.06080 -3.52668 -3.16308
H 1.86240 -4.02161 -1.66042
H -1.63953 -4.21128 0.55936
H 0.04581 -4.74888 0.52589
H -0.18588 -2.81905 4.76633
H -1.47077 -3.84082 4.05794
H 0.23040 -4.39258 4.02577
H 2.10210 -1.14044 2.61720
H 2.56409 -2.74000 1.94281
H 2.03064 -1.42122 0.84430
H -1.23031 -0.13232 2.68684
H -1.34334 -0.35077 0.91738
H -2.51997 -1.17510 1.99850
F -1.74493 3.47682 -4.26647
C -0.47762 3.37224 -3.73608
C 0.60582 3.50001 -4.60725
C 1.88789 3.42224 -4.03280
C 2.06668 3.17203 -2.67844
C 0.93879 2.93530 -1.80737
C 1.22784 2.59848 -0.45581
C 0.42854 2.71992 0.71820
C 1.12561 2.72755 1.98211
C 0.44040 2.77469 3.18367
C -0.96899 2.83678 3.23308
C -1.62464 2.89588 1.99481
F -3.00296 2.89473 2.01087
C -0.99374 2.90682 0.75573
C -0.37289 3.12898 -2.36265
H 0.45474 3.64943 -5.68477
H 2.76447 3.54963 -4.67855
H 3.07153 3.18337 -2.22982
H 2.29881 2.46059 -0.25251
H 2.22674 2.73787 1.96309
H 0.99283 2.74737 4.12765
H -1.52697 2.81878 4.16989
H -1.57830 3.03880 -0.15277
H -1.26439 3.08184 -1.74808
*
```

Q: Among the records above, which one has the highest total energy?
A: C19H27F2SiSn

Q: What is the total energy in the fourth record?
A: -39285.0996 eV

Q: Which of these has the highest total energy?
A: C19H27F2SiSn